--- one ---
Here is C7H9N5 as an isolated structure from the Open Molecules 2025 dataset. Energies are from ωB97M-V/def2-TZVPD.

Geometry as XYZ:
```
21
Properties=species:S:1:pos:R:3
C -2.41747 0.68549 0.89675
C -2.00977 -0.31085 -0.27076
C -0.35838 -2.15900 -0.48313
C 1.46198 -1.41560 0.19865
C 3.30583 -0.02414 0.27472
C 1.36281 0.97269 0.09718
C 0.62954 -0.30664 0.28764
H -1.68164 1.60991 1.26802
H -2.68798 0.14455 1.80537
H -3.31059 1.18931 0.45189
H -2.66921 -1.20831 -0.36937
H -2.12237 0.37701 -1.12920
H -1.23128 -2.96704 -0.61158
H 4.41051 0.03476 0.55647
H 1.19377 3.08577 -1.38824
H -0.31195 2.06360 -0.86890
N -0.63397 -0.87295 -0.09835
N 0.86697 -2.60545 -0.19405
N 2.82327 -1.36579 0.19954
N 2.63546 1.14282 0.25324
N 0.74446 1.92985 -0.87588
```

Summary:
* E_HOMO: -8.414 eV
* 2S+1: 1
* net charge: 0
* orbital gap: 8.8 eV


--- two ---
Here is a single C7H9N5 molecule from the Open Molecules 2025 dataset. Energies are from ωB97M-V/def2-TZVPD.

Geometry as XYZ:
```
21
Properties=species:S:1:pos:R:3
C 3.16614 -0.42773 0.24116
C 1.68637 -0.33849 -0.01061
C 0.87113 -1.38025 -0.14296
C -0.60738 -1.24753 0.06258
C -2.13464 2.00824 0.15085
C -0.79091 2.41069 -0.14511
C -0.10657 1.23107 -0.21601
H 3.45387 -1.52039 0.49015
H 3.70150 -0.20281 -0.79027
H 3.54099 0.26198 0.94568
H 1.48205 -2.37652 -0.06719
H -3.38839 -2.84246 -0.22190
H -3.03389 -1.09773 0.41309
H -3.07993 2.60577 0.40260
H -0.42452 3.37386 -0.57300
H 1.80389 1.76353 -0.21793
N -1.47267 -2.16593 0.00955
N -2.76841 -1.88605 -0.27475
N -0.95289 0.16702 -0.07418
N -2.23656 0.73262 0.31267
N 1.29082 0.93110 -0.29442
```

Summary:
* SMILES: Cc1c/c(=N/N)n2nccc2[nH]1
* E_HOMO: -7.447 eV
* 2S+1: 1
* net charge: 0
* orbital gap: 8.2 eV


Preferred: two; penalty for the next structure: 0.503 eV.


--- one ---
Here is C22H45N5O7S as an isolated structure from the Open Molecules 2025 dataset. Energies are from ωB97M-V/def2-TZVPD.

Geometry as XYZ:
```
80
Properties=species:S:1:pos:R:3
C 0.42162 0.64424 0.53085
O -0.51783 0.39244 -0.48484
C -1.79777 0.10795 0.01629
C -1.90396 -1.18857 0.79407
C -2.17349 -1.10292 2.20032
C -2.35887 -2.18920 2.99140
C -2.27770 -3.45461 2.36870
N -2.44470 -4.65088 2.95169
S -2.23297 -5.75293 1.81838
N -1.92844 -4.82287 0.55261
C -1.98285 -3.54978 0.97394
C -1.77448 -2.38729 0.17321
C -1.37049 -2.51390 -1.26063
C 0.13523 -2.86150 -1.48769
N 0.67704 -2.18096 -2.66617
N 0.21058 -4.28433 -1.75871
N 0.95431 -2.40620 -0.35111
H 0.63389 -0.24719 1.12715
H 0.08483 1.44796 1.19443
H 1.34891 0.95520 0.05365
H -2.14625 0.91117 0.67499
H -2.48555 0.05656 -0.82687
H -2.24128 -0.11950 2.64702
H -2.57009 -2.09162 4.04492
H -1.58628 -1.58358 -1.78052
H -1.94658 -3.29685 -1.75523
H 0.55965 -1.17864 -2.53580
H 0.11680 -2.43802 -3.47122
H -0.41834 -4.81049 -1.16648
H 1.15619 -4.62774 -1.65616
H 1.81681 -2.03488 -0.73531
H 1.22494 -3.20989 0.20228
C 1.98613 2.06767 -2.68168
O 2.96412 2.52950 -1.76775
C 4.18932 1.82224 -1.83267
C 5.27222 2.60104 -2.54390
O 4.97303 2.79568 -3.91501
C 4.44170 4.07441 -4.20735
H 1.17424 2.79270 -2.68737
H 2.37851 1.96277 -3.69578
H 1.58891 1.10446 -2.34151
H 4.04806 0.84995 -2.31612
H 4.50445 1.63626 -0.80033
H 6.20775 2.03633 -2.48766
H 5.42701 3.56311 -2.04477
H 5.22285 4.84104 -4.15946
H 3.63456 4.34210 -3.52140
H 4.04805 4.03827 -5.22166
C -5.15327 1.21306 0.66476
O -5.47474 0.31640 -0.38186
C -6.71297 -0.35141 -0.20256
C -7.82245 0.28121 -1.01220
O -8.11148 1.60019 -0.58159
C -7.53111 2.60532 -1.39176
H -4.31236 1.81597 0.32537
H -5.98715 1.87368 0.91217
H -4.85222 0.66170 1.56365
H -6.98735 -0.36796 0.85693
H -6.57937 -1.38584 -0.53332
H -8.73244 -0.31333 -0.88685
H -7.55853 0.27486 -2.07457
H -8.05945 2.68837 -2.34770
H -6.47367 2.40860 -1.58349
H -7.62542 3.54864 -0.85659
C 6.10568 0.22756 4.34194
O 5.73149 -0.58443 3.24459
C 4.42592 -1.12541 3.35407
C 3.41723 -0.34913 2.53749
O 3.24516 0.97467 3.01473
C 3.96606 1.94343 2.27467
H 7.01750 0.75215 4.06163
H 5.33226 0.96021 4.58379
H 6.30979 -0.38446 5.22729
H 4.11106 -1.15720 4.40202
H 4.46372 -2.15358 2.98120
H 2.44699 -0.85176 2.60364
H 3.71966 -0.33900 1.48478
H 3.49340 2.10362 1.29849
H 5.00853 1.64982 2.12800
H 3.93573 2.87531 2.83656
```

Summary:
* E_HOMO: -8.742 eV
* 2S+1: 1
* net charge: 0
* orbital gap: 8.2 eV


--- two ---
Here is C22H45N5O7S as an isolated structure from the Open Molecules 2025 dataset. Energies are from ωB97M-V/def2-TZVPD.

Geometry as XYZ:
```
80
Properties=species:S:1:pos:R:3
C -0.61624 0.56668 -0.37027
O 0.67451 0.02088 -0.36520
C 0.78537 -1.09098 -1.20188
C 0.00125 -2.31274 -0.71078
C -1.15829 -2.66538 -1.46287
C -1.90138 -3.78355 -1.18380
C -1.47588 -4.58211 -0.09973
N -2.07787 -5.70788 0.32277
S -1.22483 -6.23744 1.56384
N -0.08501 -5.11130 1.64777
C -0.33790 -4.24200 0.65759
C 0.41867 -3.06849 0.36455
C 1.60026 -2.72098 1.20445
C 1.25434 -2.06555 2.57781
N 2.28896 -1.09084 2.95587
N 1.28001 -3.11436 3.57816
N -0.00918 -1.31111 2.55247
H -1.35530 -0.08560 0.09648
H -0.94660 0.80908 -1.38375
H -0.59462 1.48323 0.20911
H 0.42611 -0.86730 -2.21067
H 1.82013 -1.40530 -1.28641
H -1.45043 -2.04875 -2.29866
H -2.75526 -4.03431 -1.78942
H 2.27722 -2.07412 0.66834
H 2.16157 -3.62338 1.44526
H 2.32666 -0.38381 2.22571
H 3.18647 -1.56157 2.93062
H 0.87779 -3.96871 3.21279
H 0.80007 -2.83508 4.42075
H 0.15966 -0.46381 3.08406
H -0.69720 -1.81494 3.09710
C 1.69564 3.38151 1.05546
O 0.50801 4.15269 0.98724
C -0.05254 4.44186 2.25673
C 0.25275 5.85308 2.70781
O 1.63762 6.04399 2.94627
C 2.30842 6.69624 1.88297
H 2.16668 3.40826 0.07432
H 2.39855 3.76903 1.79594
H 1.44349 2.34180 1.29338
H 0.28918 3.72035 3.00554
H -1.13746 4.33007 2.15666
H -0.26757 6.04103 3.65217
H -0.11440 6.57404 1.97100
H 2.07330 7.76614 1.88030
H 2.04525 6.26589 0.91412
H 3.37814 6.57306 2.04388
C 1.83600 -2.52385 -4.43744
O 2.82503 -3.17369 -3.65905
C 3.15926 -4.46787 -4.13715
C 4.44499 -4.46004 -4.93386
O 4.32015 -3.71220 -6.13296
C 4.87185 -2.41048 -6.04591
H 1.82331 -1.47514 -4.14387
H 2.04603 -2.58856 -5.50713
H 0.85060 -2.95928 -4.23347
H 2.34273 -4.87886 -4.73817
H 3.29166 -5.11178 -3.26217
H 4.68930 -5.48860 -5.21658
H 5.26712 -4.07398 -4.32368
H 5.96557 -2.45416 -6.08529
H 4.56352 -1.90059 -5.13040
H 4.51308 -1.84279 -6.90290
C -6.79405 3.51983 1.98307
O -5.80000 2.87366 2.75834
C -5.45071 1.58857 2.26901
C -4.16217 1.61711 1.47722
O -4.28848 2.37410 0.28374
C -3.75420 3.68231 0.38894
H -6.81981 4.56528 2.28611
H -6.57278 3.46601 0.91487
H -7.77675 3.07464 2.17274
H -6.26024 1.17383 1.66091
H -5.31366 0.93759 3.13817
H -3.90450 0.59354 1.18641
H -3.34643 2.00677 2.09466
H -2.65905 3.64368 0.36085
H -4.07756 4.18177 1.30550
H -4.10792 4.25568 -0.46634
```

Summary:
* E_HOMO: -8.675 eV
* 2S+1: 1
* net charge: 0
* orbital gap: 8.1 eV


Preferred: one; penalty for the next structure: 0.190 eV.


--- one ---
Here is a 2-piece molecular cluster, C7H10N2O3 overall from the Open Molecules 2025 dataset. Energies are from ωB97M-V/def2-TZVPD.

Geometry as XYZ:
```
22
Properties=species:S:1:pos:R:3
C 0.20743 -0.98197 2.69171
C 2.19357 -0.79624 1.45789
C 1.35361 1.28363 2.37651
C -0.83954 -0.68858 -2.91422
C -0.58455 -0.23764 -1.47210
C -0.78352 0.98596 -0.98322
C 1.29915 -0.24538 2.23769
N -0.72646 -1.49921 3.10418
N 3.28223 -1.07877 1.05808
O -0.85811 -2.08397 -3.14690
O -0.05771 -1.18631 -0.49512
O -0.84758 1.26978 0.33772
H 0.87618 1.74352 1.55214
H 2.44849 1.59117 2.39083
H 0.84990 1.52715 3.24065
H -0.24472 -0.12619 -3.65773
H -1.90583 -0.38417 -2.93950
H 3.75215 -1.26524 0.24118
H -0.93086 1.84548 -1.55160
H 0.07685 -2.38065 -3.15007
H -0.65344 -1.99075 -0.37968
H -0.44429 0.55991 0.74508
```

Summary:
* SMILES: CC(=C=N)C#N.O/C=C(\O)CO
* E_HOMO: -8.637 eV
* 2S+1: 1
* net charge: 0
* orbital gap: 9.0 eV


--- two ---
Here is a single C7H10N2O3 molecule from the Open Molecules 2025 dataset. Energies are from ωB97M-V/def2-TZVPD.

Geometry as XYZ:
```
22
Properties=species:S:1:pos:R:3
C 1.25319 -0.15182 -1.52470
C 0.16876 0.51815 -0.55650
C 1.68990 1.79040 0.96712
C -0.99001 -0.44112 -0.39729
C -1.45767 -1.25445 -1.39810
C -2.55110 -1.93635 -0.91811
C -2.85820 -1.38087 0.32796
H 1.25685 -1.16494 -1.13189
H 0.82585 -0.05013 -2.55548
H 2.23740 0.38619 -1.64434
H -0.07611 1.45362 -1.02927
H -0.44874 -0.22347 1.91147
H 2.09818 1.06102 2.93134
H 3.17402 2.25352 2.14977
H -1.07596 -1.26057 -2.38040
H -3.13462 -2.75625 -1.29002
H -3.63102 -1.43297 1.14101
N 0.65019 0.86937 0.80919
N 2.33859 1.68427 2.14259
O 0.52561 -0.17200 1.71802
O 1.88886 2.65421 0.08554
O -1.88396 -0.44580 0.64211
```

Summary:
* SMILES: C[C@@H](c1ccco1)N(O)C(N)=O
* E_HOMO: -8.632 eV
* 2S+1: 1
* net charge: 0
* orbital gap: 9.4 eV


Preferred: two; penalty for the next structure: 1.772 eV.


--- one ---
Here is a 2-piece molecular cluster, C7H10N2O3 overall from the Open Molecules 2025 dataset. Energies are from ωB97M-V/def2-TZVPD.

Geometry as XYZ:
```
22
Properties=species:S:1:pos:R:3
C 0.56256 3.17343 -0.51325
C -0.26608 4.12788 -0.93730
C -1.00855 1.31527 0.00294
C 1.36992 -2.94695 2.48873
C 0.75118 -2.32523 1.30523
C 0.28157 -1.99417 0.24798
C -0.38166 -1.72814 -1.06092
H 0.66798 0.58254 1.15192
H 1.65059 3.15348 -0.67092
H -1.33197 4.03759 -0.75406
H 0.13137 5.02922 -1.40432
H -1.72093 1.73347 -0.72322
H 2.10477 -3.66244 2.11695
H 1.83800 -2.23499 3.15285
H 0.59962 -3.51127 3.05065
H -0.92831 -3.66717 -1.25287
H -1.57093 -2.64477 -2.45809
N 0.15417 1.99947 0.10262
N -0.85198 -2.80692 -1.75455
O 1.17617 1.30901 0.73399
O -1.21572 0.40488 0.77691
O -0.51159 -0.57590 -1.49163
```

Summary:
* SMILES: C=CN(O)C=O.CC#CC(N)=O
* E_HOMO: -8.221 eV
* 2S+1: 1
* net charge: 0
* orbital gap: 9.0 eV


--- two ---
Here is a 2-piece molecular cluster, C7H10N2O3 overall from the Open Molecules 2025 dataset. Energies are from ωB97M-V/def2-TZVPD.

Geometry as XYZ:
```
22
Properties=species:S:1:pos:R:3
C 1.93990 -1.85241 0.03931
C 1.98914 -0.35590 -0.01215
C 3.05784 0.35993 0.32195
C 3.11080 1.79139 0.28143
C 3.17194 2.99560 0.24926
C -3.02810 0.08980 0.61815
C -1.77227 -0.65884 0.91261
H 2.16089 -2.12764 -1.86058
H 1.19036 -2.19035 0.77128
H 2.90668 -2.23847 0.36009
H 1.09969 0.13236 -0.35523
H 3.93549 -0.12123 0.64477
H 3.22862 4.07742 0.21281
H -4.45611 1.35918 -1.80405
H -5.10333 1.13363 -0.26055
H -3.76534 0.16912 1.42231
H -1.29324 -0.19124 -0.84960
N -4.27118 1.33190 -0.82243
N -3.17634 0.59645 -0.54379
O 1.53356 -2.41636 -1.19555
O -0.88974 -0.69524 -0.10075
O -1.56929 -1.18907 1.97071
```

Summary:
* SMILES: N/N=C/C(=O)O.C#C/C=C/CO
* E_HOMO: -8.966 eV
* 2S+1: 1
* net charge: 0
* orbital gap: 9.3 eV


Preferred: two; penalty for the next structure: 0.264 eV.